{
  "formula": "C10H50O20",
  "method": "wB97M-V/def2-TZVPD",
  "symbols": ["O", "H", "H", "O", "H", "H", "O", "H", "H", "O", "H", "H", "O", "H", "H", "O", "H", "H", "O", "H", "H", "O", "H", "H", "O", "H", "H", "O", "H", "H", "C", "C", "O", "O", "H", "H", "H", "H", "H", "H", "C", "C", "O", "O", "H", "H", "H", "H", "H", "H", "C", "C", "O", "O", "H", "H", "H", "H", "H", "H", "C", "C", "O", "O", "H", "H", "H", "H", "H", "H", "C", "C", "O", "O", "H", "H", "H", "H", "H", "H"],
  "positions_angstrom": [[3.220212, 2.618638, 0.716987], [3.252212, 3.425638, 0.225987], [2.319212, 2.529638, 1.027987], [1.279212, 4.425638, 3.140987], [0.879212, 4.402638, 4.019987], [1.140212, 3.513637, 2.809987], [-3.469788, 1.758638, 1.192987], [-4.263788, 2.153638, 0.755987], [-2.855788, 2.467638, 1.343987], [3.499212, 1.615638, -1.834013], [4.215212, 1.000638, -1.672013], [3.376212, 1.999638, -0.978013], [-1.609788, 3.812638, 1.578987], [-1.152788, 3.979638, 0.773987], [-2.462788, 4.325638, 1.568987], [-0.599788, 4.143637, -0.909013], [-0.762788, 5.103638, -0.960013], [-1.251788, 3.850638, -1.544013], [1.777212, 0.052638, -4.693013], [2.032212, -0.394362, -3.852013], [1.755212, 0.992638, -4.561013], [-0.848788, -2.770362, 0.595987], [-1.360788, -3.253363, -0.038013], [-0.611788, -1.892363, 0.213987], [2.343212, -0.879362, -2.298013], [2.844212, -0.063362, -2.093013], [2.842212, -1.598363, -1.919013], [-3.992788, -1.011362, 0.584987], [-3.816788, -0.078362, 0.660987], [-4.934788, -1.160362, 0.881987], [0.917212, 0.598638, 1.074987], [-0.180788, 0.696638, 0.030987], [-0.067788, -0.474362, -0.810013], [0.810212, 1.814638, 1.938987], [1.855212, 0.480638, 0.496987], [0.856212, -0.332363, 1.539987], [0.058212, 1.530638, -0.685013], [-1.178788, 0.825638, 0.368987], [0.765212, -0.421363, -1.284013], [0.141212, 1.681638, 2.657987], [-1.395788, -1.512362, 3.624987], [-1.877788, -0.068362, 3.442987], [-0.960788, 0.802638, 4.030987], [-2.064788, -2.489363, 2.863987], [-1.507788, -1.888363, 4.645987], [-0.370788, -1.522362, 3.339987], [-2.813788, 0.194638, 3.883987], [-1.976788, 0.193638, 2.390987], [-1.033788, 0.690638, 4.966987], [-1.734788, -2.464362, 1.946987], [-1.133788, 1.586638, -3.521013], [-2.323788, 1.900638, -2.648013], [-2.497788, 3.301638, -2.823013], [-1.041788, 0.255637, -3.761013], [-0.157788, 1.998638, -3.132013], [-1.335788, 1.951638, -4.529013], [-2.322788, 1.649638, -1.606013], [-3.259788, 1.488638, -3.073013], [-2.884788, 3.410638, -3.688013], [-0.191788, 0.145638, -4.130013], [-0.544788, -4.780362, -3.726013], [-0.162788, -3.579362, -2.864013], [-0.109788, -2.334362, -3.553013], [-0.843788, -5.882362, -2.965013], [0.242212, -4.927362, -4.515013], [-1.459788, -4.568362, -4.245013], [0.855212, -3.765362, -2.502013], [-0.779788, -3.326362, -2.030013], [0.144212, -1.620362, -2.891013], [-1.777788, -5.831362, -2.943013], [3.601212, -1.611362, 3.008987], [2.538212, -2.693362, 2.759987], [2.509212, -3.622363, 3.891987], [3.618212, -0.801362, 1.863987], [4.584212, -1.998362, 3.361987], [3.212212, -1.001363, 3.778987], [2.997212, -3.228363, 1.886987], [1.564212, -2.312362, 2.551987], [1.966212, -3.207363, 4.617987], [3.976212, -0.005362, 2.210987]],
  "atomic_forces_ev_per_a": [[0.670, -0.763, -0.153], [-0.009, 1.145, -0.114], [-0.585, 0.108, 0.464], [-0.132, -0.688, 0.114], [0.076, 0.139, -0.196], [0.163, 0.719, 0.056], [-2.098, -0.528, -0.871], [1.074, -0.391, 0.577], [1.038, 0.845, 0.151], [0.082, -0.898, -1.443], [0.695, 0.099, -0.077], [-0.419, 0.493, 1.514], [-2.561, 0.123, 2.057], [0.715, 0.289, -1.654], [1.597, -0.410, -0.089], [0.228, 1.193, 0.269], [0.493, -0.332, 0.151], [-0.541, -0.557, -0.726], [-0.353, -0.776, -0.115], [-0.152, 0.444, -0.734], [0.355, 0.620, 0.300], [0.917, 0.909, 0.445], [-0.422, -0.162, -0.610], [-0.190, -0.756, -0.408], [0.026, 0.415, 0.415], [-0.340, 0.101, 0.030], [0.179, -0.541, 0.149], [-1.663, -1.169, 0.140], [0.025, 0.708, 0.278], [1.735, 0.397, -0.437], [-1.056, 2.299, -0.840], [2.086, 0.410, -2.435], [-1.019, -0.133, 0.852], [0.449, -1.742, -0.525], [-0.085, 0.972, 0.785], [-0.376, -1.273, 1.677], [-0.379, -0.120, 1.062], [-0.833, -0.229, 0.515], [0.415, -0.111, -0.147], [0.518, -0.384, -0.646], [-1.410, -0.756, -0.344], [-0.326, -0.721, -0.431], [1.393, 1.074, -0.446], [-0.616, 0.398, 0.446], [0.237, 0.556, 0.250], [1.306, 0.175, 0.043], [-1.143, -0.567, 0.187], [0.207, -0.172, -0.081], [0.158, 0.095, 0.868], [-0.022, -0.161, 0.037], [0.312, 0.476, -0.059], [-1.106, 0.385, -1.796], [-0.186, 1.081, 1.156], [-0.955, -2.100, 1.175], [-0.967, 0.076, -0.098], [-0.038, 1.459, 0.106], [0.522, -0.064, 0.555], [0.694, -0.703, 0.227], [-0.013, 0.342, -0.266], [1.708, -1.060, -1.118], [0.366, 2.218, -1.473], [1.604, 1.017, -0.009], [0.508, 0.899, -0.007], [1.264, -1.376, 0.844], [-0.524, -0.237, 0.907], [-0.324, 0.793, -0.863], [-0.054, -0.355, 0.420], [-0.855, -1.051, 0.783], [-0.765, -1.518, -1.293], [-1.327, -0.661, 0.588], [-1.177, -0.876, 0.464], [2.871, -1.616, 0.622], [-0.848, 1.291, 0.043], [0.409, -0.624, -0.787], [-0.571, -0.091, -0.664], [-0.273, 0.724, 1.460], [-1.123, -0.084, 0.635], [-0.564, 0.373, -0.320], [0.825, -0.612, -1.245], [0.480, 1.508, -0.293]],
  "mulliken_charge": [-0.7577, 0.3213, 0.4179, -0.6458, 0.3312, 0.3230, -0.5536, 0.2758, 0.2903, -0.7098, 0.3514, 0.3101, -0.7160, 0.4712, 0.2606, -0.6655, 0.2818, 0.3925, -0.7465, 0.5183, 0.2989, -0.6998, 0.2251, 0.4954, -0.6958, 0.3430, 0.2402, -0.5492, 0.3070, 0.2731, 0.1362, 1.0105, 0.1523, -0.4354, 0.3178, -0.7321, -0.0374, -0.6784, 0.0197, 0.3336, -0.4129, 0.5268, -0.6117, -0.5769, 0.4260, 0.0096, 0.5025, -0.5329, 0.3030, 0.4426, 0.0565, -0.4079, -0.6781, -0.4854, 0.1144, 0.4759, -0.0146, 0.3472, 0.3571, 0.2994, -0.7203, 0.5640, -0.5904, -0.5195, 0.2680, 0.3911, 0.1780, -0.2811, 0.1661, 0.3336, -0.4184, 0.2178, -0.5576, -0.4318, 0.2853, 0.3324, 0.2490, -0.2897, 0.3287, 0.2790],
  "charge": 0,
  "energy_ev": -52127.596,
  "gap_ev": 9.35,
  "e_above_lowest_kj_mol": 343.0
}